(1)
Molecular formula: C36H72O18S9
Method: DFT, the ωB97M-V functional and the def2-TZVPD basis

## Properties
* energy relative to the best compared isomer or geometry (same formula, charge and spin): 3.1691 eV

The geometry in ORCA input format:
```
! wB97M-V def2-TZVPD RIJCOSX def2/J DEFGRID3
* xyz 0 1
C 17.0991 18.6822 16.5415
C 17.8056 17.6961 15.6350
C 17.2576 16.3367 15.9399
S 16.9986 16.2447 17.7385
O 18.0722 15.5267 18.4036
O 15.6620 15.7147 17.9927
C 17.1074 18.1514 17.9994
H 16.0784 18.8347 16.1909
H 17.5318 19.6815 16.4947
H 18.8745 17.7591 15.8385
H 17.6787 18.0988 14.6301
H 17.6626 15.4067 15.5408
H 16.1869 16.3213 15.7363
H 17.9949 18.3178 18.6098
H 16.1785 18.4779 18.4671
C 15.4968 10.3752 8.9195
C 16.8265 9.6653 9.1617
C 16.6808 8.7799 10.3833
S 15.0131 7.9663 10.1083
O 14.3157 7.7271 11.3709
O 15.2817 6.8187 9.2366
C 14.3586 9.4882 9.1995
H 15.4349 10.6674 7.8712
H 15.3675 11.2773 9.5175
H 17.6352 10.3927 9.2327
H 17.0726 9.0173 8.3205
H 16.4863 9.2700 11.3372
H 17.3739 7.9488 10.5133
H 13.6368 10.0331 9.8078
H 13.7298 9.1160 8.3907
C 11.0626 14.5975 8.1352
C 11.2527 13.3482 7.2590
C 12.6747 12.9775 6.9912
S 13.5380 13.3266 8.6445
O 14.8925 13.7525 8.3213
O 13.2069 12.1852 9.4993
C 12.3245 14.7225 9.0825
H 10.0836 14.6928 8.6050
H 11.1483 15.4773 7.4975
H 10.6931 13.4106 6.3257
H 10.8324 12.4525 7.7162
H 13.2034 13.7049 6.3752
H 12.8378 11.9113 6.8340
H 12.8611 15.6255 8.7914
H 12.0635 14.7333 10.1407
C 11.4411 7.7478 16.4520
C 11.8453 7.7069 17.9583
C 13.3074 8.2150 18.0350
S 13.5362 9.5037 16.7440
O 14.7018 9.1756 15.9498
O 13.4005 10.8302 17.3223
C 11.9421 9.0662 15.8244
H 10.3722 7.6829 16.2485
H 11.9061 6.9180 15.9196
H 11.7551 6.7051 18.3782
H 11.1856 8.4214 18.4507
H 13.9728 7.4174 17.7044
H 13.7521 8.5357 18.9771
H 12.2294 9.0155 14.7741
H 11.3865 10.0028 15.7774
C 8.7496 11.7400 11.5843
C 7.7450 10.5420 11.6259
C 8.4861 9.5227 10.7637
S 10.1881 9.4004 11.3110
O 10.9781 9.1725 10.1261
O 10.1488 8.5106 12.4791
C 10.1626 11.1523 11.9385
H 8.4898 12.4742 12.3469
H 8.7928 12.1527 10.5763
H 6.7793 10.8779 11.2480
H 7.5471 10.1767 12.6335
H 8.5065 9.9362 9.7554
H 8.0196 8.5378 10.7874
H 11.0355 11.7008 11.5847
H 10.2733 11.1272 13.0226
C 11.6741 17.3839 11.0398
C 11.4898 18.8602 11.3570
C 11.9335 19.2049 12.8032
S 12.8862 17.7088 13.4052
O 11.9733 16.9101 14.2475
O 14.1528 18.0851 13.9893
C 12.9715 16.9419 11.7235
H 11.5557 17.1848 9.9747
H 10.8436 16.8444 11.4953
H 10.4262 19.0754 11.2554
H 12.0168 19.5349 10.6824
H 11.2293 19.3383 13.6244
H 12.5211 20.1152 12.9223
H 13.1514 15.8684 11.7807
H 13.7605 17.3480 11.0904
C 18.4496 9.2128 17.4182
C 17.2833 10.1947 17.9084
C 17.7171 11.6559 17.8898
S 19.0983 11.7235 16.6232
O 20.3380 11.9373 17.2567
O 18.6182 12.4978 15.5128
C 18.9149 9.8742 16.1327
H 18.1352 8.1852 17.2358
H 19.2564 9.1445 18.1480
H 17.0080 9.8304 18.8982
H 16.3523 10.0219 17.3685
H 18.1772 11.8978 18.8479
H 17.0648 12.5031 17.6779
H 19.8988 9.6858 15.7031
H 18.1461 9.8162 15.3622
C 18.0582 14.1237 9.8773
C 18.6434 13.7687 11.2974
C 18.7950 15.0653 12.1869
S 17.2109 16.1071 11.6987
O 17.5926 17.4899 11.3248
O 16.1049 15.8815 12.6334
C 16.9206 15.1108 10.1108
H 18.0206 13.3017 9.1624
H 18.7920 14.8116 9.4572
H 19.5763 13.3119 10.9670
H 18.3234 12.8248 11.7387
H 19.6289 15.6546 11.8056
H 19.0056 14.8666 13.2378
H 16.5733 15.6789 9.2478
H 16.0171 14.5518 10.3544
C 15.2344 12.8729 15.1669
C 16.0807 12.5604 13.9236
C 15.2525 12.0356 12.7440
S 13.5182 12.5120 13.2164
O 12.8543 11.3079 13.6254
O 13.0095 13.3178 12.0908
C 13.9603 13.5547 14.6578
H 15.7511 13.5193 15.8763
H 14.9790 12.0833 15.8736
H 16.8873 11.8465 14.0903
H 16.6597 13.4199 13.5858
H 15.3457 10.9552 12.6335
H 15.5282 12.3366 11.7333
H 13.1042 13.7421 15.3058
H 14.0364 14.5862 14.3138
*
```



(2)
Molecular formula: C10H21BBrClN5O4P
Method: DFT, the ωB97M-V functional and the def2-TZVPD basis

The geometry in ORCA input format:
```
! wB97M-V def2-TZVPD RIJCOSX def2/J DEFGRID3
* xyz 0 1
C 1.3947 2.6418 2.5280
O 1.9533 1.3310 2.9005
B 0.8757 0.4047 2.6281
O 0.2676 -0.2071 3.7763
C 0.4070 0.1622 1.0925
N -0.4117 -1.1122 0.9801
C -0.1672 -1.7850 -0.3233
N -0.5733 -2.9890 -0.7326
P -1.5711 -4.0098 0.3266
O -0.7510 -4.0740 1.8461
Cl -1.4780 -6.0221 -0.3517
N 0.6685 -0.8462 -1.0239
C 0.1211 -0.1131 -2.1870
C -1.1615 0.7502 -1.9079
O -1.4344 1.6633 -2.8179
N -2.0933 0.5814 -0.7576
C -2.6061 1.8850 -0.2408
C -3.2056 -0.3507 -1.0841
C 1.5022 -0.1317 -0.0305
C 2.5248 0.9935 -0.4862
C 3.8546 0.3351 -1.1173
N 3.8560 -0.6151 -2.0094
H 1.3031 2.7590 1.3916
H 0.3314 2.6775 2.9458
H 2.0367 3.5033 2.8924
H -0.6348 -0.4470 3.4693
H -0.1320 1.1188 0.7879
H 0.0552 -1.6972 1.6922
H -0.2682 -3.2924 -1.6747
H -1.1256 -3.3886 2.4385
H 0.9000 0.5928 -2.6558
H -0.1209 -0.8700 -3.0173
H -3.5659 2.1683 -0.7794
H -1.8489 2.7199 -0.3976
H -2.8187 1.8656 0.8813
H -4.1362 0.2255 -1.4115
H -3.4902 -0.9352 -0.1449
H -2.9096 -1.0320 -1.9537
H 2.1766 -0.9661 0.3913
H 2.8699 1.5247 0.4718
H 2.0554 1.7729 -1.1676
H 4.8769 0.7142 -0.7757
H 2.8753 -0.8367 -2.2450
Br -0.4017 3.3307 -2.1466
*
```



(3)
Molecular formula: C11H8AlN2O3S
Method: DFT, the ωB97M-V functional and the def2-TZVPD basis

## Properties
* energy relative to the best compared isomer or geometry (same formula, charge and spin): 0.0984 eV

The geometry in ORCA input format:
```
! wB97M-V def2-TZVPD RIJCOSX def2/J DEFGRID3
* xyz 1 1
Al 0.3040 0.0676 -0.5173
O -0.5040 -1.2785 2.8920
C -0.3434 -1.0702 1.7333
O 0.3201 -0.0333 1.2051
C -0.9424 -1.9641 0.6551
C -1.6260 -3.1304 0.9714
C -2.1131 -3.8906 -0.0590
C -1.9316 -3.4864 -1.3972
C -2.4096 -4.2449 -2.4940
C -2.2153 -3.8084 -3.7692
C -1.5409 -2.5888 -4.0105
C -1.0672 -1.8361 -2.9766
C -1.2478 -2.2784 -1.6502
N -0.7633 -1.5425 -0.5972
H -1.7421 -3.4007 2.0111
H -2.6424 -4.8142 0.1456
H -2.9300 -5.1746 -2.2980
H -2.5727 -4.3936 -4.6052
H -1.3979 -2.2540 -5.0295
H -0.5366 -0.9108 -3.1664
O -0.9358 1.5050 -0.6199
H -1.3035 2.0583 -1.3236
H -1.1211 1.9113 0.2429
S 1.9161 0.4213 -1.9582
C 2.9761 -0.3078 -0.8383
N 3.6633 -0.8074 -0.0579
*
```



Number 1: gap between HOMO and LUMO 0.35250 Ha, HOMO energy -0.352 hartree. Number 2: gap between HOMO and LUMO 0.15026 Ha, HOMO energy -0.209 hartree. Number 3: gap between HOMO and LUMO 0.31159 Ha, HOMO energy -0.484 hartree.